Entry from OMol25: a structure of composition C38H49BN10O6S3Sc in a non-equilibrium geometry (ωB97M-V/def2-TZVPD).

Element x y z (Å)
C -1.952 0.453 1.235
H -0.978 -2.540 6.458
H -4.573 1.102 1.657
H -1.111 5.204 -1.972
H 4.442 -2.169 3.306
H 1.928 -3.026 -2.344
C 3.795 -0.883 1.024
H 3.245 5.052 1.853
H 3.124 -4.013 -1.469
C -4.176 0.439 -3.621
H 1.054 5.687 2.881
C 1.192 3.407 1.265
C 5.304 -1.952 2.680
C -2.857 0.975 -5.277
H 1.412 -3.998 -0.982
C 0.054 2.770 -1.265
N -2.234 -2.254 -3.036
O -4.391 -3.479 -0.594
C -1.468 -2.458 -4.103
C -4.402 1.694 -7.089
H -0.086 4.451 3.414
H 1.344 4.816 4.379
H -0.706 -3.691 3.488
C -3.626 -2.766 -1.200
O -4.479 0.045 -2.504
H 2.240 1.541 2.865
S -0.724 2.367 -2.666
H 7.156 -0.298 1.486
N -1.727 1.198 -5.923
H -1.965 -1.178 5.950
H -4.581 -0.454 0.841
H 0.307 6.182 -1.543
H -2.129 -5.788 -5.884
H -0.861 0.826 -5.539
H -2.239 -2.787 5.264
H 3.815 3.385 1.930
C -3.227 -4.383 -3.251
N -2.891 0.519 -4.016
C 1.762 2.337 3.427
C -2.487 -4.593 -4.423
H 0.326 -0.022 5.496
C -0.459 -1.783 4.511
O -3.125 -1.649 -0.812
H 0.368 4.977 -2.863
B 0.538 0.774 0.691
C -4.357 0.043 1.789
H -5.638 1.794 -4.460
H 3.666 4.338 3.405
C -1.068 -1.000 3.368
H 6.444 -1.345 0.268
C 2.235 -3.398 -1.366
C 3.666 -2.006 0.158
C 0.090 -3.093 3.926
H 5.858 0.657 3.314
O -2.689 -5.729 -5.098
H 6.163 -1.789 3.326
H -4.984 -0.371 2.571
N 2.831 -0.016 1.134
N 1.657 -0.230 0.522
H -3.750 1.236 -7.835
H 0.743 2.034 3.648
C -1.559 -3.627 -4.833
Sc -2.118 -0.407 -2.014
N 0.390 1.869 -0.314
C 3.217 4.136 2.437
C -2.462 -0.887 3.149
C -0.025 5.200 -1.871
H 1.429 -0.754 4.327
H 1.171 -1.519 5.906
H -5.430 1.433 -7.329
H 0.820 -2.876 3.150
N -0.637 0.268 1.509
C -3.060 -3.189 -2.578
C 0.905 4.429 0.316
C 0.361 4.142 -0.907
H 4.507 -2.658 -0.014
C 0.696 -0.965 5.100
H 4.726 1.407 2.187
H 4.128 0.355 3.474
H -3.909 -5.140 -2.901
O -0.471 -0.521 -3.266
H -0.924 -3.786 -5.692
H 6.096 0.385 0.256
H -3.165 -1.368 3.807
C 5.064 -0.693 1.833
O -0.010 -1.033 -5.389
N -0.216 -0.427 2.565
H 2.292 2.466 4.366
C -2.921 -0.142 2.097
H 1.096 5.452 0.595
N 0.928 2.202 0.863
C 0.966 4.719 3.365
H 0.570 -3.672 4.710
S -0.186 -1.755 -0.623
C 1.384 -1.363 -0.180
C 2.474 -2.253 -0.451
C -0.539 -1.249 -4.308
H -5.774 0.131 -5.062
S -2.443 1.416 -0.072
H 5.509 -2.825 2.067
C -5.071 0.909 -4.756
N -4.085 1.197 -5.775
H -1.735 1.462 -6.893
H -4.295 2.780 -7.143
C -1.480 -2.088 5.607
C 1.776 3.643 2.630
C 6.260 -0.477 0.896
C 4.933 0.511 2.763

## Properties
Kohn-Sham gap in eV: 7.5
Net charge: +1
Largest force on an atom in Eh/bohr: 0.03446
Energy above the lowest of the compared OMol25 structures with the same formula, charge and spin in eV: 1.627